The following is a DFT calculation (ωB97M-V/def2-TZVPD) of a molecular structure, C5H7CaO4 in a non-equilibrium geometry.

Each line ends with the Löwdin spin population.
Geometry (Å):
1 H 2.53 -1.26 -1.15  0.134
2 Ca 2.98 1.40 0.34  0.008
3 O 2.60 -0.73 0.68  0.591
4 O 0.73 -1.64 -0.28  0.041
5 C -0.48 -1.01 0.15  0.013
6 C -0.76 0.15 -0.81  0.004
7 O 1.42 0.47 -0.80  0.060
8 C 1.78 -0.78 -0.38  0.138
9 H -1.25 -1.79 0.10  0.000
10 H -0.33 -0.65 1.17  0.005
11 H -0.76 1.12 -0.30  0.001
12 H -0.56 -0.12 -1.86  0.000
13 H -2.84 0.84 -1.93  0.000
14 O -4.08 0.76 0.87  0.001
15 C -2.66 0.13 -1.12  0.003
16 C -3.47 0.47 -0.04  0.001
17 H -2.91 -0.88 -1.47  0.000

Results
- frontier orbital gap (spin up / spin down) (Eh) = 0.35049 / 0.26380
- net charge = +2
- max |F| (eV/Å) = 3.9
- LUMO level (spin up / spin down) (eV) = -8.28 / -10.65
- spin multiplicity = 2
- HOMO energy (spin up / spin down) (Ha) = -0.6547 / -0.6551

=====

The following is a DFT calculation (ωB97M-V/def2-TZVPD) of 11 unconnected molecules or ions with the total composition C54H112F18N5O17 in a non-equilibrium geometry.

Each line ends with the Mulliken charge.
Geometry (Å):
1 C 0.59 3.90 -2.75  -0.326
2 C 1.50 3.71 -3.95  0.280
3 O 2.72 3.84 -3.80  -0.593
4 N 0.93 3.51 -5.35  0.428
5 H -0.06 3.34 -5.32  0.250
6 H 1.05 4.39 -5.84  0.433
7 C 1.40 2.25 -6.01  -0.431
8 H 1.17 3.80 -1.83  -0.060
9 H -0.18 3.14 -2.75  -0.041
10 H 0.30 4.95 -2.67  0.661
11 H 2.26 2.52 -6.62  0.370
12 H 0.56 1.90 -6.62  0.117
13 H 1.66 1.52 -5.24  0.089
14 C -5.36 5.70 3.51  -0.984
15 C -3.99 5.61 4.17  0.661
16 O -3.66 6.46 5.05  -0.562
17 N -3.23 4.31 3.79  1.019
18 H -3.72 3.96 2.98  0.150
19 H -2.29 4.50 3.47  -0.231
20 C -3.21 3.32 4.99  -0.261
21 H -5.41 5.70 2.42  0.314
22 H -5.75 6.65 3.87  0.407
23 H -6.03 4.89 3.84  0.221
24 H -2.26 3.56 5.47  0.351
25 H -3.15 2.35 4.50  -0.316
26 H -4.08 3.45 5.62  0.413
27 C 1.54 -0.87 6.73  -1.683
28 C 2.40 -0.53 5.52  0.138
29 N 2.38 0.98 5.20  0.526
30 C 3.10 1.26 3.82  -1.065
31 C 0.90 1.47 5.02  -1.239
32 C -0.02 0.83 3.95  0.561
33 C 3.09 1.97 6.24  -0.759
34 C 4.64 1.84 6.39  -0.677
35 O 5.03 0.69 7.11  -0.350
36 C 6.43 0.48 7.32  -0.797
37 H 1.72 -0.17 7.55  0.348
38 H 1.67 -1.89 7.10  0.420
39 H 0.45 -0.87 6.64  0.359
40 H 2.08 -0.96 4.57  -0.092
41 H 3.46 -0.74 5.62  0.705
42 H 4.01 0.67 3.85  0.422
43 H 3.54 2.26 3.81  0.405
44 H 2.43 1.10 2.98  0.163
45 H 0.87 2.53 4.75  0.704
46 H 0.59 1.29 6.06  0.458
47 H -0.17 -0.23 4.15  0.174
48 H 0.33 1.03 2.94  -0.276
49 H -1.04 1.21 3.91  -0.482
50 H 2.52 1.86 7.17  0.621
51 H 2.88 2.96 5.83  0.460
52 H 5.08 2.63 6.98  0.518
53 H 5.14 1.72 5.43  0.366
54 H 6.98 1.38 7.05  0.350
55 H 6.85 -0.32 6.72  0.282
56 H 6.76 0.19 8.32  0.280
57 C -4.29 -0.33 -1.90  -1.649
58 C -2.76 -0.51 -1.58  -0.197
59 N -2.25 -0.16 -0.14  1.970
60 C -2.46 1.31 0.25  -0.808
61 C -3.06 -1.08 0.84  -0.387
62 C -2.76 -0.83 2.33  -0.547
63 C -0.74 -0.54 -0.08  0.354
64 C 0.33 0.53 -0.62  -0.753
65 O 0.03 0.96 -1.96  0.284
66 C 0.40 -0.06 -2.85  -1.144
67 H -5.03 -0.92 -1.35  0.304
68 H -4.44 -0.62 -2.94  0.504
69 H -4.67 0.69 -1.96  0.282
70 H -2.22 0.30 -2.08  -0.045
71 H -2.61 -1.54 -1.92  0.446
72 H -1.84 1.54 1.12  0.402
73 H -3.49 1.63 0.37  -0.072
74 H -2.14 1.97 -0.55  0.170
75 H -3.09 -2.08 0.41  0.719
76 H -4.11 -0.79 0.84  0.084
77 H -2.76 0.21 2.65  -0.262
78 H -1.81 -1.26 2.63  -0.485
79 H -3.50 -1.15 3.06  0.655
80 H -0.65 -1.48 -0.62  0.611
81 H -0.46 -0.56 0.97  -0.497
82 H 1.33 0.13 -0.50  -0.279
83 H 0.27 1.38 0.06  0.275
84 H 0.12 0.17 -3.88  0.282
85 H 0.02 -1.08 -2.82  0.207
86 H 1.48 -0.22 -2.81  0.353
87 C 5.67 -3.34 2.57  -1.555
88 C 4.45 -3.60 1.66  0.700
89 N 4.49 -2.90 0.27  0.945
90 C 5.71 -3.20 -0.61  -1.295
91 C 3.16 -3.28 -0.54  0.829
92 C 3.13 -4.66 -1.21  -1.797
93 C 4.47 -1.37 0.61  -0.470
94 C 4.40 -0.46 -0.59  -0.055
95 O 5.70 -0.29 -1.19  -0.497
96 C 5.64 0.34 -2.41  -0.823
97 H 5.75 -4.02 3.41  0.419
98 H 5.75 -2.39 3.09  0.249
99 H 6.60 -3.37 2.00  0.390
100 H 3.58 -3.17 2.16  -0.694
101 H 4.26 -4.67 1.53  0.621
102 H 5.82 -4.29 -0.58  0.381
103 H 6.53 -2.64 -0.16  0.459
104 H 5.54 -2.85 -1.63  0.278
105 H 2.94 -2.52 -1.30  0.058
106 H 2.30 -3.02 0.08  -0.196
107 H 3.12 -5.40 -0.40  0.380
108 H 3.90 -4.74 -1.97  0.501
109 H 2.19 -4.85 -1.74  0.451
110 H 5.46 -1.18 1.02  0.617
111 H 3.60 -1.28 1.26  0.051
112 H 4.10 0.55 -0.28  0.636
113 H 3.74 -0.78 -1.39  -0.358
114 H 4.93 1.16 -2.50  0.308
115 H 5.43 -0.44 -3.14  0.335
116 H 6.59 0.78 -2.69  0.300
117 C 0.55 -3.42 2.71  -0.713
118 O 1.64 -4.17 3.18  -0.199
119 O 1.12 -2.21 2.22  -0.037
120 C -0.38 -4.29 1.83  0.204
121 F -1.15 -3.59 0.95  -0.065
122 F 0.34 -4.99 0.99  -0.248
123 F -1.17 -5.24 2.54  -0.348
124 C 2.16 -3.90 4.51  0.103
125 C 3.06 -5.15 4.85  -1.376
126 H 2.49 -6.07 4.69  0.339
127 H 3.91 -5.10 4.17  0.130
128 H 3.27 -5.08 5.92  0.429
129 H 1.46 -3.73 5.32  0.572
130 H 2.88 -3.09 4.56  -0.127
131 H 0.04 -3.17 3.64  0.345
132 C -2.42 1.78 -5.75  0.251
133 O -1.99 1.76 -7.09  -0.246
134 O -1.65 2.67 -5.06  -1.121
135 C -4.02 1.86 -5.69  0.634
136 F -4.46 3.08 -6.13  -0.323
137 F -4.62 1.10 -6.53  -0.289
138 F -4.53 1.60 -4.50  -0.169
139 C -2.48 2.66 -8.07  -0.209
140 C -1.42 2.59 -9.14  -1.294
141 H -1.38 1.54 -9.45  0.312
142 H -1.90 3.08 -9.98  0.422
143 H -0.45 2.97 -8.82  0.243
144 H -2.50 3.69 -7.69  0.288
145 H -3.40 2.36 -8.55  0.277
146 H -2.07 0.79 -5.44  0.038
147 C -3.75 -4.88 -5.61  -0.130
148 O -2.91 -5.89 -5.00  -0.371
149 O -4.80 -5.53 -6.33  -0.933
150 C -4.23 -3.74 -4.58  0.812
151 F -3.08 -3.34 -3.96  -0.223
152 F -4.79 -2.63 -5.15  -0.249
153 F -5.02 -4.05 -3.53  -0.324
154 C -1.59 -5.51 -4.93  0.777
155 C -1.07 -6.59 -3.99  -1.505
156 H 0.00 -6.38 -4.06  0.382
157 H -1.46 -6.46 -2.98  0.320
158 H -1.36 -7.59 -4.30  0.317
159 H -1.36 -4.58 -4.42  -0.073
160 H -1.02 -5.54 -5.86  0.137
161 H -3.10 -4.45 -6.37  0.097
162 C 0.31 5.05 2.34  -0.380
163 O -0.62 6.16 2.58  -0.258
164 O -0.43 3.89 2.75  -0.406
165 C 0.89 4.94 0.78  0.824
166 F -0.16 4.93 -0.03  -0.232
167 F 1.64 5.99 0.45  -0.323
168 F 1.69 3.93 0.55  -0.269
169 C -0.24 7.52 2.20  -0.364
170 C -1.32 8.36 2.88  -1.111
171 H -1.16 8.51 3.94  0.307
172 H -1.27 9.35 2.44  0.414
173 H -2.32 7.92 2.82  0.155
174 H -0.29 7.59 1.11  0.246
175 H 0.77 7.89 2.33  0.358
176 H 1.21 5.28 2.91  0.181
177 C 2.66 -3.64 -5.22  0.325
178 O 1.80 -4.20 -6.22  -0.199
179 O 4.02 -3.84 -5.65  -0.978
180 C 2.09 -2.38 -4.44  0.788
181 F 0.85 -2.18 -4.78  -0.240
182 F 2.03 -2.66 -3.19  -0.332
183 F 2.75 -1.20 -4.67  -0.299
184 C 1.87 -3.65 -7.52  -0.084
185 C 0.93 -4.43 -8.40  -1.178
186 H -0.09 -4.50 -8.01  0.193
187 H 0.87 -3.80 -9.29  0.421
188 H 1.26 -5.45 -8.59  0.279
189 H 2.83 -3.74 -8.03  0.259
190 H 1.54 -2.61 -7.55  0.161
191 H 2.47 -4.43 -4.50  -0.157
192 C -6.14 1.77 2.34  -0.460
193 O -5.77 0.67 3.20  -0.162
194 O -4.97 2.65 2.28  -0.873
195 C -6.92 1.33 1.02  0.889
196 F -6.06 1.10 -0.05  -0.188
197 F -7.51 0.17 1.25  -0.282
198 F -7.85 2.30 0.66  -0.296
199 C -6.73 0.15 4.21  -0.579
200 C -6.02 -0.13 5.56  -1.009
201 H -6.85 -0.34 6.23  0.374
202 H -5.41 -1.03 5.42  0.277
203 H -5.28 0.61 5.88  0.174
204 H -7.05 -0.81 3.81  0.296
205 H -7.64 0.74 4.29  0.487
206 H -6.92 2.32 2.87  0.252

Results
- frontier orbital gap (Eh) = 0.10922
- net charge = -1
- max |F| (eV/Å) = 5.9
- LUMO level (eV) = 0.29
- spin multiplicity = 1
- HOMO energy (Ha) = -0.0985

=====

Look up the spin multiplicity of the first one.
2

=====

Which of these has the lowest spin multiplicity?
C54H112F18N5O17

=====

What is the net charge in the first record?
+2